Here is one molecule with the formula C16H15N3O3S2 at a distorted geometry from the Open Molecules 2025 dataset. Energies are from ωB97M-V/def2-TZVPD.

Geometry (Å):
C 4.13785 2.35765 0.89429
C 2.71763 2.16435 0.46463
C 1.66126 2.29911 1.35544
C 0.35660 2.10657 0.93467
C 0.09442 1.74567 -0.37379
C 1.14243 1.58755 -1.27285
C 0.88199 1.14576 -2.68532
N 1.72327 0.01336 -3.03986
S 2.15657 -1.17576 -1.96066
O 2.19738 -2.37791 -2.73849
O 3.33051 -0.80239 -1.23704
C 0.84345 -1.29417 -0.77014
C 0.98759 -1.22467 0.58301
C -0.23439 -1.36719 1.25996
C -1.29687 -1.54795 0.40939
C -2.69717 -1.71874 0.71401
C -3.19420 -1.77038 2.05866
C -4.51696 -1.93451 2.26930
C -5.44030 -2.05865 1.15245
O -6.64218 -2.20717 1.21001
N -4.79758 -1.98858 -0.07706
N -3.51006 -1.82882 -0.30152
S -0.78135 -1.55601 -1.25088
C 2.44134 1.82727 -0.85421
H 4.71943 1.47666 0.62865
H 4.57626 3.21328 0.38223
H 4.20704 2.52158 1.96672
H 1.85890 2.56058 2.38520
H -0.45956 2.22718 1.63202
H -0.92399 1.57812 -0.69527
H -0.18324 0.89824 -2.80176
H 1.12087 1.95966 -3.38159
H 1.46951 -0.42056 -3.91337
H 1.94096 -1.06258 1.04922
H -0.31779 -1.33226 2.33051
H -2.50487 -1.68030 2.88318
H -4.94354 -1.98188 3.25916
H -5.37239 -2.07163 -0.91110
H 3.25115 1.71950 -1.55779

## Properties
ΔE to the lowest compared entry with this formula, charge and spin in kJ/mol: 160.03
DFT total energy in Eh: -1805.0442
SMILES: Cc1cccc(CNS(=O)(=O)c2ccc(-c3ccc(=O)[nH]n3)s2)c1
HOMO energy in eV: -8.66

---

Here is a 2-piece molecular cluster, C7H17N4 overall at a distorted geometry from the Open Molecules 2025 dataset. Energies are from ωB97M-V/def2-TZVPD.

Geometry (Å):
C 0.99694 0.05976 1.03408
C 0.83761 -0.90464 -0.08227
C -1.35284 0.37678 1.32062
C -1.60392 -0.97345 0.21456
C 2.36665 0.52168 1.37929
C -1.97575 1.73487 0.92240
C 2.17971 0.51044 -2.18876
N -0.01258 0.57985 1.58277
N -0.32216 -1.57387 -0.05888
N -2.53957 -1.94737 0.55872
N 0.90767 0.56080 -1.45074
H 1.69171 -1.37934 -0.60941
H -1.77093 0.03462 2.27039
H -2.05835 -0.47824 -0.67827
H 3.01331 -0.38608 1.67123
H 2.32930 1.20762 2.26679
H 2.77357 0.95382 0.54780
H -1.57076 2.03948 -0.00856
H -1.72105 2.57771 1.58409
H -3.11811 1.72472 0.91353
H 2.45877 -0.57202 -2.50088
H 2.07439 1.12885 -3.08295
H 2.95180 0.79164 -1.46999
H -0.46529 -2.31745 -0.64389
H -3.47753 -1.58832 0.29200
H -2.64637 -2.21789 1.53888
H 0.08885 0.15196 -1.91649
H 0.64824 1.48255 -1.04132

## Properties
ΔE to the lowest compared entry with this formula, charge and spin in kJ/mol: 228.36
Net charge: +1
DFT total energy in Eh: -495.6294
HOMO energy in eV: -12.24